Density functional theory data (the ωB97M-V functional and the def2-TZVPD basis) for a structure of composition C40H40CuNO3P2Si.

Geometry as ORCA input:
```
! wB97M-V def2-TZVPD RIJCOSX def2/J DEFGRID3
* xyz 0 1
Cu 1.3358 -0.3780 -0.1270
O -0.1540 1.2616 -0.1331
P -1.1308 1.6886 0.9120
C -1.8926 0.2593 1.7431
P -1.6948 -1.2232 0.7084
O -0.2585 -1.6176 0.5905
C -2.4977 -0.8640 -0.8597
C -1.7160 -0.8008 -2.0087
C -2.3041 -0.5283 -3.2355
C -3.6721 -0.3034 -3.3100
C -4.4572 -0.3618 -2.1639
C -3.8736 -0.6515 -0.9411
C -2.6686 -2.5108 1.5042
C -2.1909 -3.8152 1.3791
C -2.9017 -4.8682 1.9352
C -4.0838 -4.6257 2.6210
C -4.5569 -3.3285 2.7587
C -3.8499 -2.2724 2.2031
C -0.4011 2.7080 2.1922
C -0.7358 2.6307 3.5395
C -0.0858 3.4364 4.4636
C 0.9065 4.3092 4.0435
C 1.2500 4.3854 2.6990
C 0.5976 3.5892 1.7725
C -2.4849 2.6299 0.1952
C -3.3880 3.3326 0.9921
C -4.4366 4.0225 0.4049
C -4.5771 4.0201 -0.9784
C -3.6719 3.3328 -1.7731
C -2.6228 2.6363 -1.1886
H -2.9428 0.4665 1.9540
H -1.3646 0.0394 2.6741
H -0.6477 -0.9591 -1.9392
H -1.6889 -0.4977 -4.1264
H -4.1322 -0.0877 -4.2665
H -5.5238 -0.1891 -2.2256
H -4.4948 -0.7155 -0.0552
H -1.2554 -3.9895 0.8622
H -2.5276 -5.8790 1.8398
H -4.6343 -5.4487 3.0582
H -5.4719 -3.1382 3.3041
H -4.2250 -1.2639 2.3279
H -1.4980 1.9411 3.8813
H -0.3445 3.3713 5.5122
H 1.4240 4.9247 4.7680
H 2.0371 5.0539 2.3764
H 0.8827 3.6205 0.7278
H -3.2662 3.3513 2.0700
H -5.1372 4.5705 1.0216
H -5.3926 4.5651 -1.4367
H -3.7813 3.3358 -2.8500
H -1.9083 2.0951 -1.7948
C 2.1206 0.0320 2.9435
Si 3.6842 0.0308 1.9016
C 4.8609 -1.1606 2.7522
C 4.4373 1.7468 2.0307
N 3.2515 -0.3903 0.3070
C 4.1014 -0.7789 -0.6865
C 5.5087 -0.6757 -0.6337
C 6.3360 -1.1187 -1.6538
C 5.8049 -1.6840 -2.8018
C 4.4204 -1.7784 -2.9161
C 3.6093 -1.3190 -1.9011
O 2.2083 -1.4001 -1.9854
C 1.6333 -1.5810 -3.2207
C 0.8921 -2.7295 -3.4405
C 0.2244 -2.8901 -4.6491
C 0.3066 -1.9106 -5.6295
C 1.0551 -0.7617 -5.3934
C 1.7189 -0.5896 -4.1877
H 2.2970 0.4526 3.9386
H 1.7424 -0.9882 3.0547
H 1.3420 0.6281 2.4552
H 5.0378 -0.8162 3.7764
H 5.8301 -1.2517 2.2591
H 4.4212 -2.1607 2.8041
H 4.6066 2.0299 3.0742
H 3.7721 2.4874 1.5768
H 5.3959 1.8003 1.5075
H 5.9519 -0.2205 0.2436
H 7.4093 -1.0137 -1.5485
H 6.4419 -2.0401 -3.6000
H 3.9799 -2.2107 -3.8058
H 0.8444 -3.4751 -2.6569
H -0.3594 -3.7852 -4.8231
H -0.2079 -2.0398 -6.5730
H 1.1234 0.0064 -6.1535
H 2.3078 0.2963 -3.9871
*
```

Computed properties:
- HOMO energy: -0.215 Eh